The molecule C3H3BrClN3 in a non-equilibrium geometry. Source: OMol25; level of theory: ωB97M-V/def2-TZVPD.

The value obtained for the maximum force is 0.13205 hartree/bohr. Its HOMO-LUMO gap is 8.908 eV. For the HOMO energy, the calculation gives -8.46 eV. The SMILES is Cn1nnc(Cl)c1Br.

Geometry (Å):
1 C 2.5293 2.2504 -1.6146
2 C 1.9888 1.4279 -0.1300
3 C -0.0188 -0.0028 0.0248
4 N 1.6041 1.9116 -2.4344
5 N 0.6830 1.1478 -1.9282
6 N 0.9059 0.8811 -0.6341
7 Cl 3.9068 3.1700 -1.7554
8 Br 2.6229 1.3517 1.5892
9 H 0.1141 0.0501 1.1046
10 H -1.0322 0.2728 -0.2591
11 H 0.1667 -1.0220 -0.3118

Atomic partial charges in e from the Mulliken method, atoms 1 to 8:
1 C 0.37
2 C 0.14
3 C -0.76
4 N -0.32
5 N -0.63
6 N 0.62
7 Cl -0.14
8 Br -0.09


A cluster of 4 separate species, C49H30FNO11 in total. Source: OMol25; level of theory: ωB97M-V/def2-TZVPD.

The value obtained for the maximum force is 0.01423 hartree/bohr. Its HOMO-LUMO gap is 8.429 eV. For the HOMO energy, the calculation gives -9.69 eV. The SMILES is O=C1c2ccccc2C(=O)c2ccccc21.O=C1c2ccccc2C(=O)c2ccccc21.O=C1c2ccccc2C(=O)c2ccccc21.O=NOCC1=C(CCF)C(=O)OC1=O.

Geometry (Å):
1 O -0.8899 4.2567 2.1401
2 N -1.0804 5.0830 1.3487
3 O -2.4561 5.5318 1.3354
4 C -2.9382 5.9222 2.6319
5 C -4.0130 6.9252 2.3922
6 C -5.3316 6.7526 2.3269
7 C -6.1854 5.5374 2.4235
8 C -6.7143 5.1076 1.0567
9 F -5.7777 4.2686 0.4642
10 C -5.9412 8.0991 2.0740
11 O -7.0855 8.3715 1.9236
12 O -4.9343 9.0358 2.0246
13 C -3.7240 8.3747 2.1897
14 O -2.6830 8.9402 2.1671
15 H -3.3416 5.0616 3.1713
16 H -2.1254 6.3751 3.2062
17 H -5.6028 4.6982 2.8113
18 H -7.0188 5.7178 3.1058
19 H -7.6550 4.5643 1.1432
20 H -6.8429 5.9598 0.3868
21 C 3.4160 1.8340 -6.0079
22 C 3.9212 1.1628 -4.8996
23 C 3.1897 1.1190 -3.7253
24 C 1.9517 1.7460 -3.6515
25 C 1.4534 2.4349 -4.7594
26 C 2.1878 2.4703 -5.9381
27 C 0.1463 3.1523 -4.6992
28 O -0.2905 3.7445 -5.6619
29 C -0.6016 3.1188 -3.4086
30 C -1.7995 3.8151 -3.3007
31 C -2.5150 3.7835 -2.1146
32 C -2.0401 3.0482 -1.0341
33 C -0.8442 2.3596 -1.1354
34 C -0.1187 2.3957 -2.3173
35 C 1.1739 1.6627 -2.3853
36 O 1.5813 1.0185 -1.4381
37 H 3.9856 1.8631 -6.9274
38 H 4.8846 0.6727 -4.9533
39 H 3.5694 0.6031 -2.8541
40 H 1.7859 3.0008 -6.7903
41 H -2.1584 4.3763 -4.1526
42 H -3.4457 4.3286 -2.0284
43 H -2.6083 3.0166 -0.1131
44 H -0.4655 1.7898 -0.3009
45 C 3.3902 -1.7704 -0.8700
46 C 3.1710 -2.5807 0.2399
47 C 3.8277 -3.7932 0.3659
48 C 4.7105 -4.2090 -0.6239
49 C 4.9254 -3.4041 -1.7444
50 C 4.2673 -2.1865 -1.8580
51 C 5.8423 -3.8307 -2.8389
52 O 6.0379 -3.1259 -3.8070
53 C 6.5097 -5.1576 -2.7049
54 C 7.3367 -5.6021 -3.7295
55 C 7.9745 -6.8259 -3.6209
56 C 7.7939 -7.6092 -2.4860
57 C 6.9694 -7.1723 -1.4633
58 C 6.3203 -5.9484 -1.5704
59 C 5.4203 -5.5093 -0.4632
60 O 5.2739 -6.1892 0.5297
61 H 2.8760 -0.8226 -0.9677
62 H 2.4853 -2.2621 1.0144
63 H 3.6645 -4.4279 1.2262
64 H 4.4511 -1.5793 -2.7343
65 H 7.4699 -4.9798 -4.6038
66 H 8.6155 -7.1722 -4.4212
67 H 8.2972 -8.5635 -2.4015
68 H 6.8168 -7.7706 -0.5756
69 C -3.1498 -6.3767 4.8189
70 C -4.1499 -5.6465 5.4520
71 C -4.2698 -4.2865 5.2224
72 C -3.3846 -3.6479 4.3624
73 C -2.3729 -4.3790 3.7366
74 C -2.2629 -5.7454 3.9637
75 C -1.3899 -3.7169 2.8320
76 O -0.5146 -4.3500 2.2822
77 C -1.5162 -2.2441 2.6328
78 C -0.5896 -1.5939 1.8276
79 C -0.6865 -0.2286 1.6232
80 C -1.7191 0.4942 2.2139
81 C -2.6456 -0.1496 3.0160
82 C -2.5452 -1.5186 3.2338
83 C -3.5421 -2.1847 4.1205
84 O -4.4471 -1.5574 4.6286
85 H -3.0621 -7.4406 4.9960
86 H -4.8373 -6.1415 6.1254
87 H -5.0452 -3.7063 5.7034
88 H -1.4780 -6.2986 3.4663
89 H 0.1995 -2.1719 1.3670
90 H 0.0462 0.2703 1.0019
91 H -1.7999 1.5615 2.0495
92 H -3.4527 0.3969 3.4846

Atomic partial charges in e from the Mulliken method, atoms 1 to 8:
1 O -0.25
2 N 0.18
3 O -0.12
4 C -0.81
5 C 0.47
6 C 0.53
7 C -0.86
8 C -0.38


A cluster of 2 separate species, C4H11NO in total in a non-equilibrium geometry. Source: OMol25; level of theory: ωB97M-V/def2-TZVPD.

The value obtained for the maximum force is 0.07523 hartree/bohr. Its HOMO-LUMO gap is 9.468 eV. For the HOMO energy, the calculation gives -8.54 eV. The SMILES is C=CN.CCO.

Geometry (Å):
1 C 0.2897 -2.1941 -0.5642
2 C 0.1319 -1.4440 -1.7111
3 N -0.5601 -1.8857 0.4874
4 H 0.9853 -3.0735 -0.5715
5 H 0.1729 -2.1404 -2.5952
6 H -0.3151 -0.4791 -1.6586
7 H -0.0539 -1.8571 1.3887
8 H -1.3781 -1.3201 0.1694
9 H -0.5335 -0.0592 0.9301
10 C 0.5246 1.7569 0.9008
11 O -0.6033 0.8847 1.1495
12 C 0.2821 2.4247 -0.4309
13 H 1.4410 1.2353 1.1679
14 H 0.4968 2.5549 1.6532
15 H 0.9127 3.2651 -0.7081
16 H -0.6452 2.9903 -0.4144
17 H 0.2311 1.6417 -1.1983

Atomic partial charges in e from the Mulliken method, atoms 1 to 8:
1 C 0.11
2 C -0.79
3 N -0.67
4 H 0.33
5 H 0.24
6 H 0.17
7 H 0.30
8 H 0.36


The molecule C3H3NO3. Source: OMol25; level of theory: ωB97M-V/def2-TZVPD.

The value obtained for the maximum force is 0.01236 hartree/bohr. Its HOMO-LUMO gap is 10.420 eV. For the HOMO energy, the calculation gives -11.13 eV. The SMILES is [H]/N=C(/C=O)OC=O.

Geometry (Å):
1 N 2.0019 0.2339 -0.0188
2 C 0.7676 -0.0163 0.0299
3 O -0.0020 -0.3583 -1.0451
4 C -1.3304 0.0225 -1.0296
5 O -2.1203 -0.4811 -1.7600
6 C 0.1076 -0.1085 1.3864
7 O -0.9630 -0.6429 1.5376
8 H 2.3699 0.1730 -0.9709
9 H -1.5332 0.8535 -0.3380
10 H 0.7019 0.3243 2.2085

Atomic partial charges in e from the Mulliken method, atoms 1 to 8:
1 N -0.59
2 C 0.58
3 O -0.37
4 C 0.19
5 O -0.42
6 C 0.06
7 O -0.45
8 H 0.29


The molecule C5H10O. Source: OMol25; level of theory: ωB97M-V/def2-TZVPD.

The value obtained for the maximum force is 0.00901 hartree/bohr. Its HOMO-LUMO gap is 10.602 eV. For the HOMO energy, the calculation gives -9.59 eV. The SMILES is CCCC(C)=O.

Geometry (Å):
1 C 2.1793 0.2300 -0.4894
2 C 1.2334 -0.8112 0.1031
3 C -0.2303 -0.6078 -0.2794
4 C -2.4247 0.6250 0.3256
5 C -0.9201 0.5064 0.4862
6 O -0.3122 1.2765 1.2000
7 H 1.8849 1.2374 -0.1816
8 H 3.2072 0.0543 -0.1539
9 H 2.1783 0.1871 -1.5855
10 H 1.5428 -1.8132 -0.2161
11 H 1.3079 -0.7890 1.1962
12 H -0.8099 -1.5280 -0.1232
13 H -2.8647 0.8098 1.3091
14 H -2.6535 1.4946 -0.3002
15 H -2.8766 -0.2643 -0.1244
16 H -0.3366 -0.3772 -1.3518

Atomic partial charges in e from the Mulliken method, atoms 1 to 8:
1 C -1.13
2 C -0.41
3 C -0.62
4 C -1.10
5 C 0.73
6 O -0.56
7 H 0.31
8 H 0.32


The ion C5H10N3 with charge +1 in a non-equilibrium geometry. Source: OMol25; level of theory: ωB97M-V/def2-TZVPD.

The value obtained for the maximum force is 0.06230 hartree/bohr. Its HOMO-LUMO gap is 10.017 eV. The net charge is +1. For the HOMO energy, the calculation gives -13.36 eV. The SMILES is C#CCC1(C[NH3+])NN1.

Geometry (Å):
1 C -1.2741 -2.3350 -0.9033
2 C -0.6247 -1.8770 0.0037
3 C 0.3258 0.2770 1.0174
4 C 0.0681 -1.2059 1.1118
5 C 0.8982 0.9037 -0.3761
6 N 0.5786 1.1287 2.1272
7 N -0.7487 1.1091 1.5032
8 N -0.2397 0.4929 -1.2843
9 H -1.6865 -2.9873 -1.6191
10 H -0.5260 -1.5872 1.9361
11 H 1.0293 -1.7700 1.4792
12 H 1.8109 0.4728 -0.7013
13 H 0.9849 1.9835 -0.4385
14 H 0.7604 0.8671 3.0641
15 H -0.9333 2.0803 1.1072
16 H 0.0446 0.6229 -2.2404
17 H -1.0251 1.0787 -1.0882
18 H -0.3776 -0.5693 -1.2371

Atomic partial charges in e from the Mulliken method, atoms 1 to 8:
1 C -0.11
2 C -0.45
3 C 0.81
4 C -0.77
5 C -0.71
6 N -0.43
7 N -0.48
8 N -0.16